A cluster of 2 separate species, C5H9BrO3 in total. Source: the OMol25 dataset; level of theory: wB97M-V/def2-TZVPD.

Each line ends with the Löwdin charge.
Cartesian coordinates (Å):
Br (3.40, 0.02, -0.09)  0.69
O (-1.04, 0.37, 0.63)  -0.05
O (0.45, 2.22, 0.25)  -0.04
O (-2.50, 1.82, -0.50)  -0.01
C (0.01, -2.21, -0.09)  -0.01
C (0.02, 1.11, 1.01)  -0.18
C (1.06, -1.47, -0.43)  -0.36
C (1.85, -0.83, 0.49)  -0.67
C (-1.82, 0.57, -0.52)  -0.24
H (-0.57, -2.70, -0.89)  0.07
H (1.29, -1.29, -1.47)  0.09
H (2.19, -1.20, 1.52)  0.08
H (-1.78, 2.44, -0.53)  0.07
H (1.32, 1.97, -0.24)  0.11
H (-1.29, 0.55, -1.41)  0.10
H (-0.47, -2.10, 0.90)  0.08
H (-2.60, -0.25, -0.55)  0.16
H (0.48, 0.99, 1.93)  0.11

Results
Total charge   0
F_max   3.375 eV Å⁻¹
HOMO-LUMO gap (alpha / beta)   6.754 / 8.294 eV